Here is a 8-piece molecular cluster, C12H43N3O8 overall from OMol25. Energies are from the ωB97M-V functional and the def2-TZVPD basis.

Element x y z (Å)
O1 4.936 -0.300 2.438
O2 0.865 2.408 -1.741
O3 -1.750 -4.004 -0.838
O4 3.118 4.110 -0.819
O5 -1.693 2.724 1.771
O6 0.823 1.366 0.770
O7 -2.746 0.250 -3.647
O8 -2.009 -0.241 2.201
N1 -4.935 1.000 -0.712
N2 2.937 2.795 1.880
N3 0.365 -1.450 0.881
C1 -2.782 -0.727 -4.626
C2 3.694 1.803 2.668
C3 5.264 -1.346 1.452
C4 -3.846 1.189 -1.737
C5 -2.661 1.768 -1.032
C6 -0.472 -1.950 -0.218
C7 -0.911 -3.371 0.115
C8 3.991 0.580 1.788
C9 -3.609 -0.063 -2.548
C10 2.817 1.486 3.885
C11 0.155 -1.855 -1.623
C12 -1.804 -5.455 -0.661
H1 -0.782 -5.863 -0.714
H2 5.814 -2.145 1.945
H3 -2.428 -0.799 2.878
H4 2.356 3.390 2.436
H5 -4.588 -0.420 -2.933
H6 -1.357 -1.300 -0.264
H7 -4.177 1.969 -2.405
H8 3.111 0.616 4.467
H9 -1.215 -0.723 1.945
H10 -4.651 0.560 0.162
H11 1.612 1.873 1.073
H12 0.765 2.062 -0.799
H13 3.767 4.418 -1.473
H14 -0.598 -1.728 -2.416
H15 -2.420 -1.693 -4.276
H16 -0.021 -3.980 0.319
H17 4.325 -1.751 1.060
H18 -2.363 1.028 -0.285
H19 -2.420 -5.816 -1.471
H20 0.117 1.984 1.009
H21 -1.437 -3.311 1.074
H22 -2.230 -5.643 0.342
H23 -3.186 -0.811 -1.858
H24 4.680 2.169 3.002
H25 2.734 2.372 4.502
H26 3.419 3.339 1.201
H27 4.387 0.970 0.825
H28 5.876 -0.907 0.672
H29 -2.069 -0.375 -5.378
H30 -5.743 0.488 -0.996
H31 0.720 -2.735 -1.938
H32 -1.858 2.086 -1.701
H33 -3.742 -0.829 -5.124
H34 0.361 1.798 -2.283
H35 0.831 -1.013 -1.639
H36 1.832 1.315 3.437
H37 1.282 -1.926 0.898
H38 2.438 3.611 -1.318
H39 0.673 -0.541 0.603
H40 -3.038 2.634 -0.495
H41 -1.823 1.781 1.958
H42 -1.747 3.111 2.657
H43 3.050 0.016 1.655

Force components x, y, z for each atom (eV/Å):
O -0.24 -0.39 -1.70
O 0.07 -0.08 1.11
O 0.48 -0.50 -0.20
O 0.15 -0.03 -0.44
O 0.20 -0.04 0.59
O -0.27 0.57 -0.15
O -0.67 0.12 1.41
O -0.71 -0.01 0.52
N 0.95 0.35 0.10
N -0.21 -1.20 0.17
N 0.54 -1.00 -0.27
C 1.17 0.03 -1.09
C 0.45 0.09 0.40
C -0.50 0.89 1.41
C -1.53 0.00 0.54
C -0.11 -0.19 0.47
C -0.31 -0.36 -1.22
C -0.33 -0.23 0.76
C 0.01 0.07 0.67
C -0.08 0.34 -0.08
C -0.27 -0.03 -1.01
C -0.18 -0.30 -0.21
C 0.43 1.89 0.64
H -0.31 -0.03 -0.04
H 0.01 0.15 0.17
H 0.19 0.40 -0.37
H -0.01 0.32 0.45
H 0.45 -0.02 0.13
H 0.06 -0.15 0.28
H -0.48 0.14 -0.45
H 0.20 0.08 -0.06
H 0.72 -0.26 -0.15
H 0.52 0.20 -0.35
H 0.57 -0.01 0.17
H 0.21 0.14 -1.27
H -0.46 -0.21 0.28
H 0.08 0.13 0.38
H -0.16 -0.25 0.17
H 0.19 -0.05 -0.25
H 0.18 -0.02 -0.18
H 0.59 0.14 0.00
H -0.15 -0.24 0.03
H -0.53 -0.14 0.24
H -0.13 -0.11 0.18
H 0.04 -0.30 -0.50
H 0.10 -0.26 -0.42
H -0.23 0.14 -0.07
H 0.09 0.09 0.37
H 0.59 0.31 -0.58
H -0.19 -0.48 0.30
H 0.02 0.00 -0.33
H -0.09 -0.24 -0.12
H -0.40 -0.24 -0.76
H 0.11 -0.12 0.38
H -0.07 -0.29 0.15
H -0.44 -0.07 0.14
H -0.04 -0.06 -0.16
H 0.18 0.41 -0.19
H -0.13 -0.26 0.39
H -0.77 -0.36 0.12
H 0.26 0.17 0.10
H -0.19 1.15 0.11
H 0.28 0.13 0.12
H -0.18 -0.26 -0.13
H 0.07 0.09 -0.34
H 0.22 0.23 -0.37

The calculation puts the max |F| at 2.0 eV Å⁻¹. The SMILES is COC[C@H](C)N.COC[C@H](C)N.COC[C@H](C)N.O.O.O.O.O. As for the HOMO energy: -8.9 eV. The value obtained for the electronic energy is -33990.9556 eV. Its multiplicity is 1. For the energy above the lowest of the compared OMol25 structures with the same formula, charge and spin, the calculation gives 17.47 kcal/mol. The frontier orbital gap is 9.48 eV.